This record from the Open Molecules 2025 dataset describes a molecular structure, C11H16Cl12N2O3 in a non-equilibrium geometry. The level of theory is ωB97M-V/def2-TZVPD.

Properties
HOMO-LUMO gap   9.4 eV
Total energy   -6285.79036 Eh
2S+1   1

```
44
Properties=species:S:1:pos:R:3:mulliken_charge:R:1
C 1.2634 -17.4240 -0.3150 -0.8620
C 0.6032 -17.0334 -1.6043 0.7101
N 0.0515 -16.8225 -2.5825 -0.5687
H 1.4275 -16.5922 0.3700 0.3890
H 2.2737 -17.7665 -0.5389 0.0885
H 0.7080 -18.1864 0.2312 0.4910
C 3.8656 -18.1607 -3.2638 0.7442
C 2.7270 -18.7151 -2.4888 1.1105
N 1.8518 -19.2186 -1.8721 -0.6951
H 4.0998 -18.8755 -4.0526 -0.6381
H 4.6302 -17.6538 -2.6752 0.6782
H 3.3440 -17.3643 -3.7947 -1.2688
C 4.6967 -18.1719 -0.4767 -0.5370
O 4.0579 -17.0241 0.0826 -0.4106
C 3.5442 -16.0705 -0.7361 0.1859
O 3.5259 -16.1048 -1.9506 -0.0757
O 3.0551 -15.1325 0.0155 -0.4196
C 2.5533 -13.9058 -0.6251 -0.4230
H 5.1810 -18.6898 0.3512 0.3066
H 5.4690 -17.9194 -1.2034 0.4497
H 3.9866 -18.8417 -0.9617 0.1766
H 1.4766 -13.7381 -0.5989 0.2804
H 2.8129 -13.7982 -1.6782 -0.0393
H 2.9601 -13.0463 -0.0923 0.3339
C 0.5946 -20.8783 -2.5667 0.7339
Cl 1.7095 -22.2625 -2.5710 -0.1536
Cl 0.0776 -20.4224 -0.8961 -0.1286
Cl -0.7975 -21.3320 -3.6358 -0.1834
H 1.0616 -20.0487 -3.0974 -0.3929
C 3.5607 -18.2863 -7.0418 -0.1018
Cl 5.2744 -17.8722 -7.1980 -0.1264
Cl 3.1332 -18.5452 -5.3413 0.1463
Cl 3.1335 -19.6769 -8.1110 -0.1585
H 3.1060 -17.4200 -7.5222 0.3470
C 5.2734 -21.8166 -3.1952 0.0315
Cl 6.5171 -22.5131 -4.3181 -0.1604
Cl 4.5270 -20.3976 -3.9575 0.0948
Cl 6.0483 -21.3379 -1.6762 -0.1476
H 4.5514 -22.6014 -2.9695 0.2055
C 3.4616 -15.1353 -4.5784 0.0392
Cl 2.9717 -13.4320 -4.2513 -0.1394
Cl 2.2828 -16.2296 -3.7709 -0.1568
Cl 5.1032 -15.3559 -3.8920 -0.1215
H 3.6080 -15.3662 -5.6336 0.3659
```



This record from the Open Molecules 2025 dataset describes a molecular structure, C11H16ClDyHoO2 in a non-equilibrium geometry. The level of theory is ωB97M-V/def2-TZVPD.

Properties
HOMO-LUMO gap (spin up / spin down)   5.8 / 6.0 eV
Total energy   -2872.53317 Eh
2S+1   10
Net charge   -1
⟨S²⟩   25.157

```
32
Properties=species:S:1:pos:R:3:lowdin_spin:R:1
Ho 0.7829 0.0339 -2.9104 4.0266
Cl 1.6651 -1.7334 -1.3114 -0.0008
C 2.6350 1.3319 -3.3850 -0.0121
C -0.5445 -1.0508 -4.4502 -0.0113
H 2.6988 1.7871 -4.3866 -0.0002
H 2.6497 2.1395 -2.6393 -0.0007
H 3.5296 0.7124 -3.2222 0.0001
H -0.5428 -0.6289 -5.4654 -0.0007
H -1.5842 -1.1089 -4.1074 -0.0006
H -0.1597 -2.0804 -4.5093 -0.0003
Dy -0.0350 -0.1580 0.6029 5.2606
C -1.9327 -1.2251 1.1900 -0.0693
C -0.5101 1.1931 -1.2696 -0.1612
H -2.8450 -0.7863 0.7745 -0.0067
H -1.8994 -2.2927 0.9428 -0.0052
H -1.9728 -1.1273 2.2904 -0.0037
H -1.5798 1.2209 -1.5960 -0.0147
H -0.4258 2.2069 -0.7878 -0.0093
O 1.2412 -0.3836 2.4758 0.0061
C 0.7658 0.7364 2.9295 0.0036
O 0.0392 1.4565 2.1203 -0.0011
C 0.9333 1.1098 4.3320 0.0005
C 0.2741 2.2433 4.8101 0.0001
C 0.2350 2.4783 6.1863 0.0000
C 0.8722 1.5874 7.0647 0.0000
C 1.5665 0.4721 6.5686 0.0000
C 1.6014 0.2324 5.1913 0.0001
H -0.2117 2.9177 4.1011 0.0000
H -0.2992 3.3446 6.5805 0.0000
H 0.8410 1.7588 8.1435 0.0000
H 2.0718 -0.2228 7.2364 0.0000
H 2.1165 -0.6231 4.7585 0.0001
```



This record from the Open Molecules 2025 dataset describes a molecular structure, C11H16ClIN2OPZr in a non-equilibrium geometry. The level of theory is ωB97M-V/def2-TZVPD.

Properties
Energy above the lowest of the compared OMol25 structures with the same formula, charge and spin   199.28 kJ/mol
HOMO-LUMO gap   4.1 eV
Total energy   -1758.63348 Eh
2S+1   1
Net charge   +3

```
34
Properties=species:S:1:pos:R:3:mulliken_charge:R:1
C -0.6020 3.2966 1.5293 -0.8974
I -2.0015 1.3933 3.1238 0.3816
H 0.4926 3.1424 1.4248 0.4272
H -0.6515 4.0893 2.2475 0.4756
H -1.1780 3.5875 0.6562 0.5146
Zr -0.3034 1.0990 1.0015 0.4639
P -0.3581 1.1396 -1.7925 1.2789
C -1.8296 0.9425 -2.8561 -1.2620
C 0.4177 2.6804 -2.4250 -1.1985
H 1.7458 -0.0004 -2.2020 0.3839
H 0.9943 0.3669 -3.7271 0.4358
H 0.4195 -0.9807 -2.7878 0.4044
C 0.7837 0.0359 -2.6943 -1.3190
H 1.4302 2.7681 -1.9941 0.4154
H 0.5219 2.6990 -3.5138 0.4314
H -1.7096 1.3246 -3.8771 0.3780
H -2.6835 1.4721 -2.4325 0.4277
H -0.1554 3.5634 -2.1243 0.4069
H -2.1220 -0.1091 -2.9485 0.4422
C -2.0372 -0.2019 -0.0338 0.3175
O -2.8815 -0.9126 -0.4279 -0.0557
Cl 1.9710 1.9586 0.7356 -0.3319
N -1.6439 -5.1141 3.0205 -0.2842
C -0.8218 -4.3304 2.7338 -0.3647
C 0.1428 -3.3474 2.3383 0.1806
C 1.4988 -3.6126 2.3917 -0.1503
C 2.3319 -2.6001 1.9302 -0.8224
C 1.8105 -1.3784 1.4797 -0.0859
N 0.4900 -1.1017 1.5557 0.0038
C -0.3510 -2.0996 1.9312 0.0019
H 1.8606 -4.5879 2.7595 0.5486
H 3.3940 -2.7608 1.9158 0.4609
H 2.4354 -0.5606 1.1094 0.4253
H -1.4107 -1.8611 1.9522 0.5658
```



This record from the Open Molecules 2025 dataset describes a molecular structure, C11H16ClIrO2P in a non-equilibrium geometry. The level of theory is ωB97M-V/def2-TZVPD.

Properties
HOMO-LUMO gap (spin up / spin down)   7.2 / 6.1 eV
Total energy   -1484.22715 Eh
2S+1   6
Net charge   +2
⟨S²⟩   8.768

```
32
Properties=species:S:1:pos:R:3:lowdin_spin:R:1
Cl -1.3818 2.3985 -1.9539 0.7591
C -1.0535 -2.0277 -0.9914 0.2945
C 0.3571 -2.2207 -0.7617 0.3012
C 1.0699 -1.2237 -1.4971 0.2568
H 0.8064 -3.0122 -0.1710 0.0075
C 0.1039 -0.4309 -2.2457 0.2593
C -1.2113 -0.9228 -1.8829 0.2426
H -2.1417 -0.5129 -2.2673 0.0039
H -1.8561 -2.6221 -0.5694 0.0089
H 2.1471 -1.0735 -1.5564 0.0036
C 0.3962 0.6978 -3.1496 0.2793
Ir -0.2377 -0.0552 0.0343 1.6056
C 1.1605 1.1181 0.5550 0.1655
O 2.0045 1.8609 0.8443 0.0892
C -1.6300 1.0652 0.6754 0.1664
O -2.4658 1.7261 1.1290 0.0756
H 1.3926 1.0964 -2.9609 0.0078
H -0.3760 1.5466 -2.8646 0.0670
H 0.2579 0.4495 -4.2020 0.0226
C -1.6586 -1.9162 2.4567 0.0565
P -0.1770 -0.8759 2.2733 0.2193
C -0.1885 0.3639 3.6025 0.0272
C 1.2820 -1.9206 2.5228 0.0443
H -2.5527 -1.2980 2.2832 0.0017
H -1.7006 -2.3445 3.4697 0.0133
H -1.6455 -2.7236 1.7098 0.0005
H 0.1064 -0.0999 4.5524 0.0067
H 0.5165 1.1712 3.3712 0.0014
H -1.1892 0.7958 3.7156 0.0001
H 1.4621 -2.0693 3.5965 0.0098
H 1.1565 -2.8974 2.0387 -0.0002
H 2.1635 -1.4308 2.0881 0.0029
```



This record from the Open Molecules 2025 dataset describes a molecular structure, C11H16ClO5PPd in a non-equilibrium geometry. The level of theory is ωB97M-V/def2-TZVPD.

Properties
Energy above the lowest of the compared OMol25 structures with the same formula, charge and spin   134.11 kJ/mol
HOMO-LUMO gap (spin up / spin down)   8.4 / 5.5 eV
Total energy   -1733.59271 Eh
2S+1   5
Net charge   +2
⟨S²⟩   6.029

```
35
Properties=species:S:1:pos:R:3:lowdin_spin:R:1
Cl -0.0816 3.4351 -1.5335 1.0491
C -2.0841 0.0499 -2.1255 0.2147
C -1.2362 -1.1036 -1.8751 0.2814
C 0.0173 -0.8674 -2.5038 0.2018
H -1.5319 -2.0091 -1.2983 0.0061
C -0.0302 0.4270 -3.1695 0.2332
C -1.3563 0.9732 -2.9103 0.2973
H -1.6714 1.9725 -3.2535 0.0130
H -3.1306 0.1699 -1.7789 0.0020
H 0.8911 -1.5502 -2.5330 0.0023
C 1.0539 1.0728 -3.9593 0.0268
Pd -0.1947 0.8176 -0.7811 0.9510
C 1.6577 1.2988 -0.3144 0.0950
O 2.7072 1.6248 -0.0229 0.0114
C -1.1498 1.6981 0.6954 0.0570
O -1.6231 2.3423 1.5310 0.0031
H 2.0330 0.8037 -3.5438 0.0036
H 0.9174 2.1592 -3.9137 0.0010
H 1.0034 0.7325 -5.0036 0.0139
C 1.5753 -3.0140 1.7061 0.0076
O 0.4284 -2.2552 2.1966 0.1437
P 0.1407 -0.9346 1.2370 0.2724
O -1.4268 -0.8575 1.5847 0.0317
C -1.8288 -0.7075 3.0099 0.0084
O 1.3056 -0.0125 1.9475 0.0499
C 1.0344 1.1399 2.8120 0.0106
H 2.4181 -2.3614 1.5332 0.0025
H 1.2396 -3.4684 0.7901 0.0027
H 1.7886 -3.7451 2.4643 0.0005
H -2.1238 0.3304 3.1005 0.0004
H -2.6547 -1.3753 3.2187 0.0006
H -0.9779 -0.9484 3.6344 0.0012
H 1.0240 2.0287 2.1976 0.0005
H 0.0536 0.9523 3.2898 0.0002
H 1.8128 1.1815 3.5714 0.0033
```



This record from the Open Molecules 2025 dataset describes 2 unconnected molecules or ions with the total composition C11H16FI in a non-equilibrium geometry. The level of theory is ωB97M-V/def2-TZVPD.

Properties
HOMO-LUMO gap   8.5 eV
Total energy   -826.13281 Eh
SMILES string   CC/C(C=C(C)C)=C(\F)I.C=C=C
2S+1   1

```
29
Properties=species:S:1:pos:R:3:mulliken_charge:R:1
C 2.7137 -1.4595 0.0783 -1.3588
C 1.6590 -0.5358 -0.5068 -0.5108
C 0.3415 -0.6765 0.2499 1.3963
C -0.9728 -0.7717 -0.4399 -1.3142
C -1.3507 -0.2304 -1.6296 0.7786
C -2.5966 -0.6813 -2.3886 -1.3009
C -0.5494 0.8417 -2.3440 -1.6660
C 0.2914 -0.9650 1.6166 -0.4231
F 1.3344 -1.0726 2.3924 -0.2770
I -1.5569 -1.1974 2.6554 0.0912
H 3.3583 -1.7109 -0.8033 0.3537
H 2.3290 -2.4722 0.3372 0.3822
H 3.3051 -1.2147 0.9745 0.3059
H 1.4753 -0.7884 -1.5681 0.3505
H 2.1051 0.4803 -0.5465 0.3222
H -1.6517 -1.4749 -0.1232 0.5331
H -2.1581 -0.9092 -3.3630 0.3287
H -3.0091 -1.6133 -2.0257 0.3781
H -3.2477 0.1567 -2.4389 0.3235
H -0.2060 0.6786 -3.3355 0.4097
H -1.1901 1.7498 -2.2500 0.3716
H 0.3164 1.1262 -1.8516 0.4419
C -0.9323 2.2064 1.5701 -0.5846
C -0.1859 1.8778 2.5733 0.5428
C 0.6626 1.3970 3.4343 -0.7321
H -1.4326 1.4138 0.9050 0.0774
H -1.1898 3.2240 1.3087 0.2988
H 0.5982 1.3089 4.4835 0.3046
H 1.7398 1.3124 3.0356 0.1766
```



This record from the Open Molecules 2025 dataset describes a molecular structure, C11H16FNO4S in a non-equilibrium geometry. The level of theory is ωB97M-V/def2-TZVPD.

Properties
HOMO-LUMO gap   11.3 eV
Total energy   -1282.35991 Eh
2S+1   1

```
34
Properties=species:S:1:pos:R:3:mulliken_charge:R:1
C -2.2301 1.0605 0.6792 0.1131
C -1.7185 0.3135 -0.1339 -1.0221
C -0.6925 -0.4638 -1.0542 0.4305
O 0.6554 0.0238 -0.7780 -0.3555
S 1.2031 -1.0551 0.3881 1.1054
O 0.5596 -0.9139 1.6995 -0.5084
O 2.6498 -0.9337 0.5202 -0.6281
O 0.7570 -2.4073 -0.4995 -0.4721
C -0.6028 -2.0431 -0.8949 1.1087
C -0.7059 -2.5687 -2.3967 -1.4237
C -1.5869 -2.7823 0.0986 0.0116
C -1.2907 -4.3394 0.2260 -1.1633
F -2.9259 -2.6960 -0.4358 -0.3489
H -2.6735 1.9578 1.1867 0.4502
H -0.9187 -0.0102 -2.0568 0.3982
H -1.1775 -3.5979 -2.4263 0.2566
H -1.2663 -1.8627 -3.0863 0.3417
H 0.3337 -2.6856 -2.8398 0.3762
H -1.6229 -2.2888 1.1188 0.4069
H -0.2030 -4.5564 0.4451 0.2818
H -1.8868 -4.8266 1.0499 0.3492
H -1.5834 -4.8160 -0.7643 0.3010
C 2.3936 3.7568 -0.1204 -1.1111
C 2.0529 3.3758 1.3162 -0.5948
C 0.6268 2.8403 1.4675 0.5713
C -0.3577 3.8805 1.0489 0.1342
N -1.1180 4.6860 0.7253 -0.4934
H 1.7552 4.5652 -0.4847 0.3729
H 3.4266 4.1048 -0.1862 0.3510
H 2.2802 2.8999 -0.7904 0.2127
H 2.1898 4.2513 1.9577 0.3240
H 2.7574 2.6133 1.6588 0.3565
H 0.4355 2.5689 2.5079 0.3211
H 0.4847 1.9488 0.8538 -0.4533
```



This record from the Open Molecules 2025 dataset describes a molecular structure, C11H16N2O4STl in a non-equilibrium geometry. The level of theory is ωB97M-V/def2-TZVPD.

Properties
Energy above the lowest of the compared OMol25 structures with the same formula, charge and spin   0.00 kJ/mol
HOMO-LUMO gap (spin up / spin down)   4.2 / 4.4 eV
Total energy   -1408.60293 Eh
2S+1   1
Net charge   +3

```
35
Properties=species:S:1:pos:R:3:mulliken_charge:R:1
Tl 1.5342 1.0956 -0.8616 0.9488
C -1.2596 -0.5588 0.8205 0.2169
O -2.3788 -0.6507 0.5942 -0.1183
C -1.0762 0.6367 -1.8554 0.1274
O -2.1269 0.4862 -2.2776 -0.0503
C 0.9145 -1.7590 -1.3175 0.1558
O 0.5438 -2.8299 -1.4498 -0.0853
C -0.4401 2.1650 0.8433 0.1298
O -1.2362 2.5640 1.5581 -0.0521
C 3.6860 2.3329 -1.4879 -0.5079
H 3.8452 3.0712 -0.6972 0.3777
H 4.4609 1.5721 -1.6162 0.3751
C 2.7283 2.5351 -2.4640 -0.5798
H 2.7323 1.9321 -3.3781 0.4108
H 2.1119 3.4406 -2.4621 0.4202
C -1.5887 -3.9470 2.5274 -1.0553
C -0.1295 -4.3300 2.6462 -0.4806
N 0.8434 -3.2428 2.3862 0.0395
C 0.6968 -1.9613 2.7877 0.0111
S 1.3910 -0.6620 1.9077 0.1808
N -0.0417 -1.7128 3.8997 -0.0662
C -0.0444 -2.6000 5.1147 -0.4405
C 1.2935 -3.1734 5.5135 -1.1111
H -1.8369 -3.0666 3.1223 0.3567
H -2.2041 -4.7821 2.8755 0.3743
H -1.8593 -3.7556 1.4866 0.3034
H 0.0934 -4.7308 3.6447 0.1699
H 0.0981 -5.1322 1.9317 0.5091
H 1.4347 -3.3480 1.5572 0.3061
H -0.0608 -0.7099 4.1251 0.3980
H -0.4369 -1.9669 5.9185 0.4937
H -0.7908 -3.3790 4.9249 0.1700
H 1.9830 -2.3720 5.8001 0.3559
H 1.1421 -3.8132 6.3894 0.3881
H 1.7434 -3.7759 4.7184 0.3286
```